ORCA calculation (ωB97M-V/def2-TZVPD) on a 6-piece molecular cluster, C51H110F3N8O overall.

Each line ends with the Löwdin charge.
Geometry (Å):
F -0.8722 -0.3185 4.0240  0.1395
F -2.9237 0.3332 4.4002  0.1203
F -1.2813 1.7379 4.5530  0.1285
O 3.4737 -3.7480 4.2413  -0.1861
N 1.7532 -1.3070 -4.2910  -0.2008
N -5.1233 -0.6134 -0.0253  0.2083
N 8.1792 2.9450 -4.8766  -0.2000
N -5.0971 -2.0991 1.7974  0.0435
N -3.1882 -0.8234 1.4108  -0.0489
N -10.3802 -4.9453 8.4344  -0.2034
N -0.1024 5.8371 7.6805  -0.2011
N 8.8479 4.9052 -11.9138  -0.2003
C -1.9592 6.6627 9.1041  -0.0900
C 7.5973 2.3548 -6.0691  -0.2430
C -8.6603 -2.0891 3.1464  -0.0334
C -0.1774 4.4839 8.2016  -0.2435
C -1.8723 1.0638 2.3697  -0.0303
C -1.7444 0.6900 3.8414  -0.5885
C -6.9664 -3.7052 2.1138  -0.2069
C 9.6012 3.2358 -4.9434  -0.2473
C 0.9415 -0.2857 -3.6624  -0.2732
C -10.0718 -6.1173 7.6407  -0.2800
C 10.4711 3.5860 -10.4335  -0.0826
C -9.2075 -4.3230 9.0234  -0.2542
C 8.3903 2.5553 -12.8271  -0.0817
C -6.3814 -2.6331 1.2358  -0.0929
C 9.1302 5.7817 -14.2181  -0.0909
C -0.4615 -0.7714 -3.3286  -0.0898
C -0.9056 -1.5648 0.6071  -0.1637
C 9.7973 5.2993 -12.9389  -0.2750
C 1.1904 -1.9097 -5.4888  -0.2453
C 1.3725 -4.2011 1.2115  -0.2040
C -6.4341 -4.9951 2.0380  -0.0315
C 5.9808 3.5723 -3.9221  -0.0955
C -1.1813 3.5205 7.5537  -0.0821
C -8.5040 -4.4729 3.8097  -0.0267
C 10.0602 4.4129 -5.8132  -0.0798
C 0.8373 -0.9869 -6.6624  -0.0792
C -3.1711 0.6357 1.7091  -0.1458
C -11.2422 -6.5952 6.7827  -0.0890
C 3.1648 -0.9635 -4.3536  -0.2446
C -8.4091 -5.1165 10.0646  -0.0837
C -1.3401 6.5939 7.7162  -0.2771
C -5.2082 -1.6574 3.2299  0.0413
C 1.8259 -3.5789 2.5313  -0.1837
C 7.4016 4.0006 -4.2555  -0.2749
C -0.4325 -2.8744 -0.0669  -0.1883
C -2.3302 -1.1320 0.2184  -0.1398
C 7.2786 3.2833 -7.2480  -0.0756
C 3.5802 0.2374 -5.2102  -0.0785
C 7.8728 3.9051 -12.3111  -0.2472
C 0.0093 5.4843 5.1445  -0.0872
C -11.5423 -5.0634 9.3011  -0.2447
C 3.2732 -3.9178 2.8557  -0.2517
C -8.0105 -3.4459 2.9988  -0.2315
C -6.9251 -5.9904 2.8549  -0.0704
C -11.5556 -6.1926 10.3394  -0.0789
C -4.4979 -1.1828 1.0474  -0.3438
C 9.4513 4.7193 -10.6079  -0.2515
C 4.8172 -3.5425 4.6242  -0.1061
C -7.9460 -5.7439 3.7652  -0.0513
C 0.6405 6.0010 6.4453  -0.2481
C -0.1309 -4.0006 0.9404  -0.1878
H -7.4497 -4.6262 10.2407  0.0703
H -0.7889 -1.6036 1.6878  0.0970
H -9.7160 -6.9615 8.2514  0.1035
H 5.4774 4.3618 -3.3624  0.0718
H -3.2961 1.2207 0.7931  0.1252
H -1.2416 7.0473 9.8293  0.0816
H 0.4596 -2.6361 -0.6441  0.0985
H 7.3571 4.9153 -4.8681  0.1027
H -2.2987 -0.2854 -0.4715  0.1157
H 9.9942 2.6066 -10.4065  0.0548
H -1.1832 -3.2061 -0.7865  0.0976
H -1.8283 2.1518 2.3239  0.1395
H 1.7168 -0.6793 -7.2248  0.0568
H -9.2569 -5.8587 6.9563  0.1004
H -8.9233 -5.1660 11.0229  0.0572
H -1.0274 5.8068 5.0380  0.0642
H 1.8805 -2.6838 -5.8309  0.1164
H 11.2209 3.5839 -11.2248  0.0670
H 0.8390 7.0703 6.3252  0.1103
H 5.3907 3.3822 -4.8198  0.0596
H -10.9309 -5.9684 11.2023  0.0558
H -2.1553 3.9867 7.3959  0.0671
H -4.0076 0.8865 2.3610  0.1240
H -1.3347 2.6586 8.2065  0.0733
H -11.6842 -4.1049 9.8056  0.1149
H 5.3996 -3.0787 3.8237  0.0815
H 1.2175 -3.9805 3.3436  0.1204
H 8.1719 3.5499 -7.8104  0.0373
H 6.6050 2.7746 -7.9413  0.0730
H -5.6273 -5.2037 1.3468  0.1174
H -0.2391 -0.7689 0.2644  0.1073
H 1.7084 -2.4933 2.4922  0.1163
H -9.5495 -2.0431 2.5137  0.0967
H 8.6503 4.5901 -9.8745  0.0945
H 7.2397 4.3427 -13.0868  0.1000
H 1.6012 -5.2678 1.2283  0.1105
H -0.9925 0.7004 1.8475  0.1179
H 10.5062 4.4952 -13.1942  0.1019
H -0.8241 3.1383 6.6000  0.0344
H 8.4228 6.5845 -14.0070  0.0798
H -8.9821 -1.9346 4.1725  0.0883
H 1.4374 0.0027 -2.7307  0.1158
H 7.2006 3.7358 -11.4657  0.1116
H 4.6125 0.5087 -4.9799  0.0590
H -5.9131 -0.0147 0.1563  0.1369
H -12.4243 -5.1764 8.6661  0.1009
H 0.2863 -2.4525 -5.2003  0.0986
H -11.2259 -7.1426 9.9165  0.0672
H 7.5857 2.0288 -13.3442  0.0707
H -8.3130 -6.5074 4.4363  0.1050
H 9.9409 5.6600 -10.3364  0.1112
H -4.2087 -1.4884 3.6173  0.0863
H -6.1205 -3.0944 0.2838  0.1332
H 10.0083 4.1814 -6.8766  0.0459
H -6.4934 -6.9809 2.8057  0.1098
H 5.3063 -4.4854 4.8833  0.0869
H -2.0964 6.2071 7.0130  0.0993
H -10.9102 -7.4072 6.1338  0.0700
H -0.4050 4.5446 9.2683  0.1014
H 3.4504 -4.9676 2.5888  0.1267
H 0.8604 0.6331 -4.2648  0.1042
H -8.0209 -1.2652 2.8379  0.0527
H -8.1992 -6.1336 9.7325  0.0666
H -1.0538 -0.9761 -4.2207  0.0682
H 8.2590 1.5538 -6.4076  0.1159
H 8.6000 4.9803 -14.7337  0.0638
H -0.6190 -3.7737 1.8898  0.1028
H -5.6686 -2.4434 3.8158  0.1040
H 3.5398 0.0131 -6.2752  0.0594
H -2.8207 7.3311 9.0896  0.0729
H 3.5006 -0.7829 -3.3273  0.1093
H 7.9053 4.2788 -3.3262  0.1179
H -1.1115 7.6122 7.3914  0.1179
H 1.6218 5.5360 6.5718  0.1124
H 8.7309 1.9073 -12.0208  0.0530
H -2.7937 -1.9621 -0.3226  0.1189
H 6.6732 1.8464 -5.7799  0.0846
H -0.5401 -4.9427 0.5776  0.1048
H 1.9687 -3.7766 0.4000  0.1123
H 10.3961 6.1191 -12.5335  0.1175
H -8.5310 -4.0638 8.2011  0.1034
H -7.1072 -1.8571 1.0104  0.1164
H -0.4180 -1.6804 -2.7253  0.0605
H 9.9435 3.4139 -3.9192  0.1091
H 10.1195 2.3300 -5.2691  0.1118
H 5.9809 2.6688 -3.3098  0.0767
H -12.5724 -6.3364 10.7083  0.0737
H -0.9902 -0.0026 -2.7583  0.0636
H -9.5121 -3.3685 9.4610  0.1112
H 3.7165 -1.8463 -4.6857  0.1141
H 0.8230 4.0469 8.1573  0.1155
H 4.8316 -2.8789 5.4858  0.0856
H -5.7676 -0.7277 3.2954  0.1042
H -2.3097 5.6888 9.4478  0.0636
H -4.8451 -0.7474 -0.9823  0.1318
H 0.1809 -1.5143 -7.3568  0.0729
H 10.9986 3.7119 -9.4851  0.0627
H 2.9632 1.1158 -5.0171  0.0683
H 9.2092 2.6760 -13.5374  0.0667
H 9.4742 5.3135 -5.6271  0.0676
H 11.1017 4.6489 -5.5871  0.0722
H 0.3107 -0.0889 -6.3350  0.0661
H 9.8860 6.1645 -14.9047  0.0729
H 3.9462 -3.2812 2.2725  0.1223
H 6.7837 4.2021 -6.9304  0.0702
H 0.5640 5.8769 4.2897  0.0692
H -12.0667 -6.9778 7.3838  0.0661
H 0.0426 4.3968 5.0783  0.0460
H -9.3060 -4.2366 4.4972  0.1143
H -11.6194 -5.7876 6.1531  0.0754

The calculation puts the energy at -76783.417 eV. Its multiplicity is 1. Its total charge is +1. The calculation puts the LUMO energy at -4.19 eV. As for the HOMO energy: -8.91 eV.

---

ORCA calculation (ωB97M-V/def2-TZVPD) on a 6-piece molecular cluster, C51H112N6O3 overall.

Each line ends with the Löwdin charge.
Geometry (Å):
O 12.4290 16.9453 14.2621  -0.0257
O 10.7357 18.0530 13.6716  -0.0795
O 10.7440 15.8971 13.4526  -0.0384
N 13.7845 8.9927 14.0431  -0.2288
N 7.6900 16.2949 11.2390  -0.2947
N 16.8415 18.9768 6.3758  -0.2084
N 11.2975 16.9231 13.8125  -0.6098
N 8.5869 24.4219 13.4290  -0.2372
N 15.7591 17.8329 17.1164  -0.2760
C 14.6689 15.6130 16.3489  -0.1360
C 11.4165 11.0818 16.2680  -0.2692
C 15.9489 19.9585 15.7005  -0.2354
C 15.1231 7.0816 13.3039  -0.1454
C 6.9468 20.6506 14.8221  -0.0871
C 7.3216 16.3777 12.6700  -0.1156
C 17.0998 18.0578 5.1738  -0.1069
C 17.0632 17.4132 16.5318  0.0104
C 12.9620 10.4662 12.0730  -0.2415
C 17.1305 21.4211 5.4614  -0.1690
C 18.2440 17.1575 5.6072  -0.1574
C 12.4326 25.0649 13.0036  -0.0604
C 14.5772 18.4289 9.2779  -0.1237
C 15.8945 18.8242 8.7876  -0.2387
C 8.5255 18.7832 11.4266  -0.2126
C 18.2566 19.0872 7.0171  -0.0421
C 16.3702 22.6610 4.8902  -0.2493
C 15.6799 17.4392 18.5399  -0.1171
C 13.7104 7.5983 13.4297  -0.0949
C 16.1782 20.2573 5.8221  -0.0753
C 15.9737 7.8465 14.3453  -0.1013
C 14.0840 10.0137 13.0230  -0.1347
C 17.3791 23.6813 4.5163  -0.1123
C 8.2417 25.6020 14.3240  -0.0614
C 15.9310 21.4772 15.8435  -0.0832
C 8.5848 23.1532 14.1807  -0.1541
C 7.6834 17.6959 10.6990  -0.1171
C 8.4447 20.6741 14.6243  -0.2248
C 12.5342 9.3764 14.8540  -0.1012
C 14.6977 15.1266 17.8592  -0.1749
C 15.9011 18.2797 7.3394  -0.1164
C 6.6981 15.4858 10.4075  -0.1038
C 14.6195 17.1433 16.3530  -0.1214
C 11.0540 24.7909 13.7333  -0.1808
C 11.3599 12.4996 16.8071  -0.1066
C 9.8626 24.6740 12.7443  -0.1335
C 9.0583 15.7234 11.0840  0.0210
C 19.2519 18.1840 6.1932  -0.1065
C 9.1749 19.8244 10.5005  -0.0888
C 6.2722 14.0264 12.2942  -0.1580
C 14.9208 8.7801 15.0363  -0.0710
C 7.1936 14.9424 13.1466  -0.1569
C 8.7627 21.7613 13.5327  -0.1810
C 13.4112 11.3622 10.9657  -0.0870
C 15.7017 15.9130 18.7082  -0.1588
C 6.6123 14.0361 10.8004  -0.1544
C 6.6996 25.4792 14.4356  -0.1463
C 7.4241 24.3348 12.4109  -0.0356
C 6.2701 25.2006 13.0406  -0.1397
C 15.7067 19.3468 17.0570  -0.1247
C 12.6282 10.7551 15.4404  -0.2221
H 13.2170 25.1465 13.7661  0.0794
H 16.5197 19.6476 17.7242  0.1473
H 8.4394 20.4651 9.8930  0.1063
H 17.8122 24.0822 5.3749  0.0630
H 9.9799 23.7534 12.2056  0.1252
H 16.8479 24.4335 3.9502  0.0886
H 11.5630 13.2571 16.0316  0.0713
H 7.8883 19.3147 12.1091  0.0769
H 17.5534 18.6138 4.3670  0.1388
H 14.9204 9.6122 12.4778  0.1361
H 13.8872 12.1723 11.4933  0.0774
H 15.5485 15.2204 15.8191  0.1072
H 15.4580 15.6976 19.7425  0.1224
H 14.4737 18.7843 10.3107  0.0923
H 7.6126 23.0980 14.6532  0.1023
H 14.7612 14.0532 17.9956  0.1057
H 8.1080 16.9500 13.1877  0.1337
H 5.3166 24.6373 12.8231  0.1431
H 13.2219 6.9452 14.1821  0.1497
H 19.9064 18.5884 5.3998  0.1299
H 14.7175 17.8677 18.9103  0.1575
H 19.9246 17.5897 6.8465  0.1261
H 8.9611 19.7269 14.3244  0.0976
H 15.5985 7.2805 12.3283  0.1228
H 7.2395 23.3115 12.2080  0.0993
H 16.1514 17.6991 4.9041  0.1215
H 7.0930 15.5588 9.3863  0.1424
H 7.5394 13.5045 10.6425  0.1066
H 5.2243 14.2356 12.5573  0.1276
H 10.5179 11.0189 15.6567  0.1160
H 16.7087 15.4460 18.4908  0.1334
H 14.6671 19.5469 17.3509  0.1493
H 13.0310 7.5723 12.5415  0.1491
H 9.3760 23.1774 14.9759  0.1443
H 14.4312 8.3481 15.8489  0.1089
H 12.4499 25.9679 12.4476  0.0618
H 6.8870 15.0398 14.2406  0.1512
H 15.4801 20.5964 6.6264  0.1365
H 9.6741 16.0610 11.9220  0.0650
H 15.6781 23.1480 5.5915  0.1229
H 6.3974 13.0533 12.7430  0.1087
H 16.8250 21.8842 16.2669  0.0773
H 15.5548 19.9341 4.9616  0.1468
H 6.1395 26.1477 12.4580  0.1357
H 15.0766 5.9958 13.3786  0.1281
H 9.3132 18.3215 12.0407  0.0764
H 6.2189 26.4466 14.7161  0.1448
H 18.5877 20.1260 6.9597  0.1164
H 6.5586 21.6200 15.2394  0.0897
H 14.3813 10.9258 13.5826  0.1386
H 16.5397 7.2185 15.0890  0.1455
H 8.6317 26.5265 13.9073  0.1456
H 13.7177 15.3037 15.7668  0.1319
H 11.2746 10.3463 17.0703  0.1255
H 11.7014 9.1633 14.1793  0.1453
H 6.3379 16.8330 12.6709  0.1418
H 8.1869 14.5592 13.2728  0.0943
H 14.4552 17.3629 9.3012  0.0867
H 18.1462 23.3262 3.8238  0.0944
H 15.9814 19.9238 8.9029  0.1352
H 15.0698 21.8243 16.4228  0.0838
H 16.1637 17.2317 7.2615  0.1301
H 16.7449 18.4150 9.3240  0.1099
H 12.1931 10.9905 12.6373  0.1027
H 13.7772 18.9253 8.7894  0.0751
H 14.0305 10.8867 10.1911  0.0999
H 9.0226 21.0436 15.4965  0.1187
H 18.6202 16.5924 4.7214  0.1431
H 9.7771 25.5979 12.1991  0.1419
H 5.8067 13.6328 10.1603  0.1420
H 6.3505 24.7066 15.1138  0.1143
H 8.0123 17.5700 9.6804  0.1188
H 12.0685 12.6721 17.6812  0.0904
H 14.5709 17.5029 15.3361  0.1031
H 7.7207 24.7782 11.5020  0.1163
H 18.2356 18.6990 7.9984  0.0957
H 16.5234 17.8432 19.1316  0.1520
H 8.9397 14.6571 11.1825  0.0890
H 5.7253 16.0697 10.5826  0.1684
H 15.1800 19.6231 15.0142  0.1133
H 11.0975 23.8335 14.3015  0.1013
H 15.3335 9.7715 15.3297  0.1429
H 17.1433 17.6793 15.4558  0.1224
H 10.7234 25.5015 14.5483  0.1175
H 9.8241 20.5559 10.9879  0.0571
H 8.0533 21.6847 12.6972  0.0923
H 8.8442 25.5298 15.2273  0.1287
H 17.3737 16.4076 16.6297  0.0881
H 17.8753 16.4299 6.3579  0.1158
H 12.6552 11.5090 14.6386  0.1049
H 15.8319 21.9341 14.8490  0.0834
H 16.9228 19.7008 15.3103  0.1025
H 13.6847 17.5530 16.7478  0.1420
H 9.7586 19.2671 9.7883  0.0590
H 10.3781 12.7491 17.2363  0.0806
H 6.5793 17.9689 10.6748  0.1539
H 17.7881 18.0019 17.0708  0.1157
H 17.9340 21.2241 4.8183  0.0970
H 12.4110 8.7115 15.7415  0.1513
H 17.7612 21.7806 6.2609  0.1048
H 13.7038 15.3355 18.2073  0.1015
H 6.4761 20.4670 13.9043  0.0551
H 13.5315 11.0385 16.0105  0.1326
H 6.7364 19.9714 15.6354  0.0824
H 16.7225 8.4078 13.8754  0.0872
H 14.9484 18.5445 6.8050  0.1445
H 9.5443 15.9447 10.1623  0.1105
H 12.5374 11.8015 10.5462  0.0700
H 9.8328 21.6706 13.2461  0.1189
H 12.7878 24.3060 12.3365  0.0625
H 12.4806 9.5246 11.6613  0.1321
H 15.8024 22.5016 4.0345  0.0906

The calculation puts the energy at -69749.047 eV. Its multiplicity is 1. Its total charge is +4. The calculation puts the LUMO energy at -6.49 eV. Its relative energy (zero: lowest compared OMol25 entry of this formula, charge and spin) is 62.4 kcal per mole. As for the HOMO energy: -15.23 eV.

---

Computed HOMO-LUMO gap, in the same sequence as the records: 4.7 8.7 eV.